This record from the OMol25 dataset describes C25H32BrClF2N3Na2O11V as an isolated structure. The level of theory is ωB97M-V/def2-TZVPD.

```
78
Properties=species:S:1:pos:R:3:forces:R:3
Br 5.077448 -7.167453 3.644198 1.642 0.429 -3.133
V 5.357132 -6.027384 0.428296 -4.228 3.867 -4.669
Cl -5.933298 3.722204 -2.124387 -2.617 1.302 -4.634
Na -1.981867 1.796446 0.371762 0.591 -0.679 3.379
Na -0.348591 3.765821 -6.556720 1.249 -0.334 -1.820
F 0.148418 -1.235565 4.204645 0.043 0.581 -0.529
F -7.323091 -3.187680 -0.553725 -0.133 0.222 -0.083
O 6.129469 -6.939201 1.716097 -0.453 -1.624 4.535
O 0.693651 2.941272 -4.043421 -0.451 0.898 -0.175
O 5.681706 0.136526 0.991849 0.321 0.725 0.151
O 8.409047 4.434467 2.527680 -0.453 -0.661 -0.258
O 1.851078 -5.678392 1.611648 1.519 -0.018 -0.585
O -5.470425 -3.249672 0.702814 0.753 -0.326 -0.348
O -4.456165 -5.021174 -0.268340 0.251 0.755 0.819
O -3.563841 -4.100181 1.625447 -2.164 0.093 -2.176
O 4.584793 -5.115565 -0.859503 2.622 -2.475 3.200
O 0.864279 1.614630 1.120817 0.918 -0.243 1.014
O 0.561997 4.829596 -2.916396 -0.822 -1.603 -1.619
N -3.079567 -0.662929 -0.567164 3.881 3.435 -2.480
N 0.150538 4.012148 -3.747958 1.107 0.695 1.532
N -2.225039 -1.484041 0.104211 4.137 0.038 0.294
C 1.733443 -0.104518 -0.622671 -1.212 0.802 -0.615
C -2.490985 0.464995 -1.338751 0.824 -2.446 -0.580
C -5.986365 -3.383870 -0.602054 -0.826 0.455 -0.005
C 0.209197 -2.491199 1.106879 -1.075 -0.324 0.874
C -4.821935 1.749838 0.776811 -3.522 -6.703 4.532
C -0.624872 -3.623442 1.957851 -1.749 0.136 3.406
C -1.113665 4.352469 -4.454729 -0.277 0.077 0.470
C -3.554052 1.494551 -2.115170 0.528 -0.369 1.571
C -3.445014 2.931349 -1.279502 0.032 0.144 -0.424
C -4.616167 3.125262 -0.147274 2.873 -1.572 4.139
C -1.111280 -3.440374 3.371690 0.889 -0.006 -3.796
C -0.719304 -1.467456 0.225071 0.301 2.090 -1.770
C 6.309451 1.125517 1.344474 -0.442 -0.793 -0.223
C 7.781865 1.173360 1.250034 0.417 0.223 0.058
C -5.304627 0.635878 1.506857 2.512 7.846 -4.271
C -5.668743 -4.795788 -0.958851 -0.217 -0.865 -0.923
C 7.781302 3.445475 2.175055 0.547 0.755 0.285
C 0.103762 -0.284752 -0.624757 -3.983 1.098 -1.304
C 2.074287 1.113212 0.440978 1.328 0.183 0.620
C 2.826251 2.407383 -0.228312 0.431 0.312 0.551
C -4.425504 -4.122179 0.762360 2.004 -0.587 2.111
C 6.308888 3.397634 2.269496 -0.461 -0.230 -0.083
C -0.854618 0.782446 -1.486471 -0.532 -4.830 2.921
C 5.623767 2.317477 1.881943 0.068 0.452 0.210
C 8.466986 2.253517 1.637586 -0.032 -0.437 -0.185
H -1.355497 3.548415 -5.153042 -0.822 -0.130 1.580
H -4.206958 3.939590 0.623705 -0.752 -1.646 -1.439
H -1.301007 -4.391049 4.027497 -0.046 1.734 -1.754
H 9.547168 2.304752 1.575679 -0.031 0.032 0.023
H 4.543585 2.266241 1.943851 0.106 -0.055 0.064
H -2.412164 2.969503 -0.708255 -2.171 1.243 -2.494
H -5.646763 3.466282 -0.601940 1.598 -0.876 1.472
H 2.165102 3.003769 -0.997763 1.181 -1.424 1.390
H 2.301978 -1.104135 -0.406334 -1.259 1.996 -0.206
H -0.417191 1.663515 -2.127810 -0.993 -1.987 1.395
H -1.333835 -2.387271 3.855753 1.548 -2.138 -0.928
H 1.046785 -3.019284 0.440001 -1.958 0.892 1.040
H 2.787453 0.657968 1.249453 -1.307 0.817 -1.568
H 0.938169 -5.570450 1.807019 -1.113 0.098 0.399
H 1.020316 1.710123 2.120908 -0.102 -0.607 -2.181
H 0.825754 -1.830725 1.887131 -1.651 -1.007 -1.221
H -0.950401 5.290818 -4.988641 -0.161 0.298 0.348
H -2.688007 -2.280933 0.642594 0.766 1.167 -0.448
H 3.882721 2.135096 -0.704447 -2.410 0.403 0.914
H -0.922647 -4.662183 1.451929 1.462 2.445 1.074
H -1.895818 4.455686 -3.699750 0.007 0.099 -0.256
H 5.820601 4.279548 2.666508 0.054 -0.012 0.012
H 2.046272 0.289042 -1.705082 -0.818 -1.012 2.296
H -5.879225 -0.086884 2.260622 1.816 1.916 -2.165
H -5.538148 -4.933387 -2.035607 0.165 -0.029 0.221
H 8.270152 0.291444 0.853022 -0.060 0.005 0.021
H -3.275310 1.633654 -3.243219 -0.353 -0.405 2.233
H 3.052829 3.167716 0.657430 -0.558 -1.603 -1.893
H -4.640627 1.070264 -2.021865 2.177 0.875 -0.160
H -5.523674 -2.639872 -1.259248 -0.186 0.069 0.087
H -3.445755 3.825168 -2.067017 -0.206 -1.927 2.130
H -6.425602 -5.503081 -0.603478 -0.062 0.278 0.028
```
Positions in Å, forces in eV/Å.

## Properties
Orbital gap, eV: 1.20
LUMO, Eh: -0.1402
Electronic energy, eV: -175921.929
Maximum force, hartree/bohr: 0.1805
Highest occupied orbital energy, eV: -5.014
Spin multiplicity: 1